(1)
Here is the molecule C18H17F2N7OS in a non-equilibrium geometry from the Open Molecules 2025 dataset. Energies are from ωB97M-V/def2-TZVPD.

The geometry in XYZ format:
```
46
Properties=species:S:1:pos:R:3:forces:R:3:mulliken_charge:R:1
N -1.1088 -4.8078 -2.8958 0.01 0.01 0.53 -0.52
C -1.0672 -4.4058 -1.8158 -0.06 0.38 -0.27 0.15
C -1.0327 -3.8326 -0.4964 0.13 -0.12 0.27 0.15
C -2.1482 -3.4666 0.1975 -0.44 0.16 0.55 -0.70
S -1.8349 -3.0103 1.8615 1.20 -0.79 -1.64 -0.15
C -0.1170 -3.3456 1.6129 -0.81 0.32 -0.84 -0.41
C 0.1428 -3.7127 0.3113 0.35 0.12 1.48 0.64
N 1.4626 -4.0145 -0.0568 -1.95 0.74 -0.90 -0.09
C 2.1074 -3.6497 -1.2134 2.43 -0.33 1.17 0.28
O 3.2418 -4.0967 -1.2960 0.05 -0.08 -0.88 -0.64
C 1.6527 -2.6945 -2.2372 -1.43 1.66 -0.01 0.42
C 1.5920 -2.8826 -3.6114 -1.06 0.82 -1.20 -0.75
C 0.9725 -1.7512 -4.2443 1.19 -1.14 2.06 -0.92
C 0.7364 -0.8437 -3.2108 0.10 0.28 -0.43 0.59
C 0.2395 0.4977 -3.1638 -0.35 -0.26 1.61 -0.49
N 0.1109 1.1958 -2.0462 0.80 -0.78 -0.68 -0.48
C 0.6517 0.5667 -0.9273 -0.55 -0.94 -1.71 0.26
N 0.6337 1.1631 0.2703 -0.70 1.03 1.12 -0.21
C -0.1589 2.3448 0.6051 0.40 -0.49 1.67 -0.08
C 0.7620 3.4792 1.0363 0.47 0.25 -0.01 -0.99
C -0.0068 4.7663 1.3215 0.27 0.12 0.28 -0.58
C -1.3487 4.4993 2.0647 -0.71 -0.32 -0.58 -0.99
C -1.4179 3.1315 2.7610 1.09 0.42 -1.20 1.07
F -0.5169 3.1327 3.7977 -0.15 0.18 0.27 -0.36
F -2.6412 2.8496 3.2881 -0.19 0.51 0.41 -0.34
C -1.0970 1.9527 1.8259 0.97 -0.57 0.41 -0.35
N -0.5493 0.8034 2.6381 -1.53 0.39 -0.47 -0.75
N 1.1632 -0.6282 -0.8866 0.47 -1.98 0.21 -1.01
N 1.1381 -1.4094 -2.0130 -0.05 0.55 -0.19 0.95
H -3.1510 -3.5250 -0.2203 0.20 0.15 0.37 0.49
H 0.6711 -3.1807 2.3443 -0.52 0.09 -0.01 0.37
H 2.0328 -4.4621 0.6331 0.38 -0.16 -0.08 0.27
H 1.8297 -3.7729 -4.1733 0.17 -0.11 0.40 0.46
H 0.7905 -1.6466 -5.2815 -0.21 0.17 -0.63 0.49
H -0.1605 0.9380 -4.0611 0.05 0.13 -0.28 0.42
H 0.6109 0.4729 1.0237 0.16 0.23 -0.29 0.45
H -0.7700 2.6972 -0.2151 -0.12 -0.23 -0.34 0.34
H 1.4977 3.6552 0.2416 -0.13 -0.05 0.14 0.43
H 1.3435 3.2232 1.9360 -0.21 -0.31 -0.26 0.25
H 0.6590 5.4204 1.9190 -0.53 -0.25 -0.21 0.34
H -0.1576 5.2858 0.3629 -0.35 -0.07 0.39 0.34
H -2.1930 4.4926 1.3436 0.43 0.04 0.28 0.32
H -1.5655 5.2889 2.7755 -0.05 0.03 0.22 0.42
H -2.0585 1.6441 1.4452 -0.25 -0.28 -0.22 0.40
H 0.3206 1.0674 3.0799 -0.11 0.18 0.34 0.22
H -1.2617 0.5707 3.3695 1.13 0.27 -0.84 0.32
```
Positions in Å, forces in eV/Å.

Calculated values
* E_LUMO: 0.000 Eh
* total energy: -1752.550471 a.u.
* energy relative to the best compared isomer or geometry (same formula, charge and spin): 0.0 kJ/mol
* gap between HOMO and LUMO: 8.103 eV
* SMILES: N#Cc1cscc1NC(=O)c1ccc2cnc(N[C@@H]3CCCC(F)(F)[C@@H]3N)nn12


(2)
Here is a cluster of 2 separate species, C5H14N2S in total in a non-equilibrium geometry from the Open Molecules 2025 dataset. Energies are from ωB97M-V/def2-TZVPD.

The geometry in XYZ format:
```
22
Properties=species:S:1:pos:R:3:forces:R:3:mulliken_charge:R:1
C 1.4132 0.8052 -0.9925 0.69 -0.57 -0.89 -0.78
C 2.3922 0.4474 0.1408 -1.28 -0.61 1.35 -0.54
C 1.9905 -0.8084 1.0334 -0.18 1.68 -1.01 -0.60
S 0.6056 -0.5205 2.1440 -0.75 0.71 -0.93 -0.47
H 1.1736 -0.0726 -1.6707 0.31 0.83 0.80 0.22
H 1.9539 1.5551 -1.6224 -0.76 -0.37 0.33 0.41
H 0.4603 1.2044 -0.6368 0.16 0.03 -0.02 0.12
H 3.3855 0.2744 -0.2513 0.35 -0.03 -0.19 0.37
H 2.4193 1.3067 0.8460 0.22 -0.41 -0.44 0.25
H 2.7613 -1.0024 1.7260 1.31 -0.29 0.59 0.36
H 1.8715 -1.6898 0.4226 -0.29 -0.36 -0.33 0.35
C -2.1887 -0.7961 -0.3218 -1.12 0.62 -1.13 -0.37
C -2.1800 0.4879 0.1540 0.60 0.22 1.65 -1.15
N -2.2894 1.6661 -0.5807 -0.89 0.09 0.16 -0.86
N -1.3714 -1.8624 0.1458 -0.45 0.78 0.97 -0.35
H -2.9639 -1.0471 -1.0313 -0.03 -0.18 -0.95 0.38
H -2.2267 0.7023 1.2418 0.66 0.10 -0.13 0.53
H -2.3461 2.5769 -0.1286 0.08 -0.41 0.16 0.53
H -2.0564 1.6761 -1.5469 0.23 -0.18 -0.68 0.31
H -0.6458 -2.0232 -0.5040 0.97 -0.57 -0.68 0.10
H -1.8636 -2.6985 0.3433 -0.40 -0.83 0.08 0.26
H -0.2949 -0.1814 1.0892 0.56 -0.25 1.29 -0.07
```
Positions in Å, forces in eV/Å.

Calculated values
* total charge: -1
* E_LUMO (alpha / beta): 0.129 / 0.126 Eh
* total energy: -706.471882 a.u.
* energy relative to the best compared isomer or geometry (same formula, charge and spin): 251.0 kJ/mol
* gap between HOMO and LUMO (alpha / beta): 2.597 / 5.933 eV
* 2S+1: 2